Below is one molecule with the formula C5H8FNS in a non-equilibrium geometry, with properties calculated with ωB97M-V/def2-TZVPD.

Results
Structure (SMILES)   F[C@@H]1[C@@H]2NC[C@H](S)[C@H]12
Lowest unoccupied orbital energy   0.026 Ha
Kohn-Sham gap   9.314 eV
Energy relative to the best compared isomer or geometry (same formula, charge and spin)   95.1 kcal/mol
Electronic energy   -20352.8759 eV

Each line ends with the Löwdin charge.
Geometry (Å):
1 F -0.964 -1.469 -0.983  0.062
2 C -1.375 -1.138 0.201  -0.345
3 C -1.669 0.317 0.442  -0.096
4 N -1.244 1.552 -0.373  0.021
5 C -0.031 1.256 -0.634  -0.397
6 C 0.714 0.511 0.526  -0.655
7 S 2.285 -0.269 0.031  0.650
8 C -0.360 -0.465 1.063  -0.149
9 H -2.081 -1.909 0.695  0.179
10 H -2.725 0.280 0.926  0.155
11 H -1.487 2.324 0.108  0.079
12 H 0.107 0.729 -1.574  0.095
13 H 0.628 2.244 -0.535  0.167
14 H 0.914 1.342 1.154  0.079
15 H 1.959 -0.574 -1.541  0.021
16 H -0.149 -0.664 2.142  0.133

Forces on the atoms, in the same order (eV/Å):
F 0.8 -1.7 -3.4
C 0.2 1.0 2.0
C -2.9 -0.3 2.1
N -7.7 -5.3 1.3
C 10.4 2.2 -1.4
C -1.4 -2.4 -2.2
S -0.7 -0.3 -3.3
C -0.5 2.4 1.9
H 1.2 1.4 -0.9
H 2.1 1.1 -0.5
H -0.6 3.0 2.0
H 0.3 0.0 -0.3
H -1.1 -1.6 -1.6
H 0.4 0.0 1.5
H 0.5 0.8 3.7
H -0.9 -0.2 -0.9

Below is one molecule with the formula C4H9F in a non-equilibrium geometry, with properties calculated with ωB97M-V/def2-TZVPD.

Results
Structure (SMILES)   CC(C)CF
Lowest unoccupied orbital energy   0.040 Ha
Kohn-Sham gap   11.998 eV
Energy relative to the best compared isomer or geometry (same formula, charge and spin)   39.3 kcal/mol
Electronic energy   -7010.0070 eV

Each line ends with the Löwdin charge.
Geometry (Å):
1 C 0.067 -0.365 -1.261  -0.102
2 C -0.073 0.368 0.058  -0.451
3 C 1.294 0.447 0.675  -0.091
4 C -1.171 -0.440 0.723  -0.150
5 F -2.300 -0.115 -0.121  -0.135
6 H 0.988 0.231 -1.808  0.133
7 H -0.961 -0.199 -1.819  0.118
8 H 0.258 -1.380 -1.093  0.050
9 H -0.575 1.311 -0.221  0.146
10 H 1.921 -0.434 0.698  0.075
11 H 1.560 0.975 1.636  0.091
12 H 1.802 1.086 -0.064  0.070
13 H -1.578 0.012 1.691  0.133
14 H -1.234 -1.497 0.906  0.112

Forces on the atoms, in the same order (eV/Å):
C 0.1 4.0 -2.9
C -0.8 -1.9 0.1
C 1.7 2.2 0.5
C -3.0 3.0 2.0
F 0.0 -0.8 0.2
H -2.4 -2.0 0.7
H 2.5 -0.6 0.7
H 0.5 -1.5 -0.1
H 0.7 0.0 0.8
H -0.5 -0.8 -0.2
H -1.2 -0.5 -0.6
H 0.3 -0.1 0.2
H 1.2 -0.4 -0.8
H 0.9 -0.6 -0.6

Below is one molecule with the formula C19H19ClN4O in a non-equilibrium geometry, with properties calculated with ωB97M-V/def2-TZVPD.

Results
Structure (SMILES)   O=C1N=C(CCc2cccc(N3CCCC3)n2)N=C2C=CC=C(Cl)[C@H]12
Lowest unoccupied orbital energy   -0.041 Ha
Kohn-Sham gap   6.582 eV
Energy relative to the best compared isomer or geometry (same formula, charge and spin)   55.6 kcal/mol
Electronic energy   -40540.5014 eV

Each line ends with the Löwdin charge.
Geometry (Å):
1 O 4.151 2.241 -2.353  0.092
2 C 2.965 2.112 -2.454  -0.436
3 N 2.363 1.108 -1.720  0.194
4 C 1.182 0.676 -2.109  -0.296
5 C 0.499 -0.426 -1.341  -0.106
6 C -0.811 0.064 -0.712  -0.150
7 C -1.464 -0.908 0.192  -0.292
8 C -2.655 -1.547 -0.201  -0.050
9 C -3.292 -2.378 0.669  -0.091
10 C -2.794 -2.547 1.948  -0.017
11 C -1.603 -1.874 2.287  -0.256
12 N -0.938 -2.072 3.506  -0.070
13 C -1.449 -2.879 4.641  -0.162
14 C -0.694 -2.310 5.793  -0.196
15 C 0.588 -1.735 5.225  -0.180
16 C 0.319 -1.373 3.779  -0.170
17 N -0.956 -1.095 1.404  0.171
18 N 0.533 1.165 -3.218  0.164
19 C 0.940 2.257 -3.781  -0.196
20 C 0.240 2.584 -5.045  -0.002
21 C 0.855 3.427 -5.925  -0.047
22 C 2.086 4.151 -5.574  -0.083
23 C 2.703 3.948 -4.336  -0.530
24 Cl 4.251 4.775 -4.010  0.669
25 C 2.069 3.094 -3.260  -0.143
26 H 1.131 -0.789 -0.528  0.118
27 H 0.283 -1.257 -2.005  0.122
28 H -1.502 0.440 -1.461  0.110
29 H -0.560 0.930 -0.100  0.124
30 H -3.023 -1.389 -1.204  0.106
31 H -4.181 -2.909 0.360  0.107
32 H -3.336 -3.182 2.640  0.096
33 H -1.209 -3.961 4.466  0.133
34 H -2.524 -2.755 4.756  0.110
35 H -1.276 -1.509 6.232  0.109
36 H -0.496 -3.053 6.588  0.120
37 H 0.898 -0.882 5.831  0.111
38 H 1.352 -2.495 5.243  0.103
39 H 1.132 -1.699 3.091  0.122
40 H 0.249 -0.274 3.663  0.117
41 H -0.689 2.063 -5.268  0.112
42 H 0.417 3.573 -6.864  0.086
43 H 2.562 4.859 -6.267  0.103
44 H 1.682 3.833 -2.578  0.174

Forces on the atoms, in the same order (eV/Å):
O 0.5 0.5 -0.6
C 0.6 0.5 0.5
N -2.1 -1.1 -0.1
C 1.9 0.7 1.0
C 0.0 0.1 0.2
C 0.6 1.0 -0.1
C -1.6 -0.9 0.4
C 1.1 0.9 -1.0
C -0.3 -0.5 0.8
C -0.1 0.0 0.2
C 0.9 -0.9 0.7
N -1.0 0.4 -1.1
C 0.4 -0.5 -1.7
C 0.1 -0.1 1.3
C 0.5 -0.1 0.3
C 0.0 0.3 -0.3
N 0.1 0.2 0.2
N -0.6 0.3 -0.4
C -1.6 -0.6 -0.9
C 1.4 0.9 0.0
C 0.3 -0.4 2.4
C 1.3 -0.5 2.2
C -0.2 0.5 -2.5
Cl -1.5 -0.6 -0.1
C 0.8 -0.8 -0.9
H 0.2 0.2 -0.2
H 0.0 -0.1 -0.3
H -0.1 -0.2 -0.2
H 0.1 0.1 0.1
H -0.1 0.0 -0.1
H -0.1 0.0 0.1
H 0.3 0.1 0.1
H -0.3 0.7 0.2
H -0.1 -0.1 -0.1
H -0.2 0.2 0.2
H -0.2 0.4 -0.4
H 0.3 -0.1 -0.2
H 0.5 -0.2 0.2
H -0.5 0.1 0.4
H -0.3 -0.5 -0.2
H 0.4 0.0 0.1
H -0.5 0.4 -1.3
H -0.3 -0.5 0.3
H -0.4 0.2 0.9

Below is C43H44GeIrN3O2Se as an isolated structure in a non-equilibrium geometry, with properties calculated with ωB97M-V/def2-TZVPD.

Results
Lowest unoccupied orbital energy (spin up / spin down)   -0.019 / -0.020 Ha
Kohn-Sham gap (spin up / spin down)   6.480 / 6.468 eV
Energy relative to the best compared isomer or geometry (same formula, charge and spin)   29.3 kcal/mol
Electronic energy   -178572.1130 eV

Each line ends with the Löwdin charge.
Geometry (Å):
1 Ir -1.875 0.205 -0.429  1.203
2 C -5.326 -0.728 0.191  -0.072
3 N -4.171 -1.586 -0.043  -0.240
4 C -4.381 -2.510 -1.142  -0.092
5 C -3.630 -2.138 1.149  -0.216
6 C -3.843 -3.452 1.534  -0.013
7 C -3.260 -3.969 2.686  -0.085
8 C -2.451 -3.162 3.461  -0.084
9 C -2.224 -1.843 3.079  -0.031
10 C -2.807 -1.320 1.935  -0.237
11 N -2.529 -0.037 1.445  -0.093
12 C -2.495 1.101 2.216  -0.257
13 C -2.872 1.188 3.557  -0.029
14 C -2.759 2.390 4.245  -0.082
15 C -2.291 3.526 3.606  -0.088
16 C -1.986 3.459 2.250  -0.029
17 C -2.101 2.269 1.565  -0.205
18 N -1.917 2.200 0.102  -0.350
19 C -0.620 2.800 -0.307  -0.052
20 C -3.037 2.927 -0.537  -0.094
21 H -6.234 -1.313 0.395  0.091
22 H -5.501 -0.109 -0.691  0.080
23 H -5.138 -0.075 1.041  0.080
24 H -5.243 -3.176 -0.991  0.083
25 H -3.483 -3.106 -1.293  0.090
26 H -4.559 -1.926 -2.047  0.070
27 H -4.470 -4.088 0.924  0.107
28 H -3.437 -4.999 2.966  0.101
29 H -1.978 -3.553 4.352  0.102
30 H -1.551 -1.226 3.664  0.094
31 H -3.241 0.307 4.065  0.109
32 H -3.041 2.433 5.289  0.105
33 H -2.185 4.458 4.143  0.101
34 H -1.658 4.353 1.735  0.113
35 H -0.625 3.876 -0.134  0.092
36 H -0.482 2.599 -1.367  0.077
37 H 0.184 2.335 0.266  0.089
38 H -3.082 3.951 -0.159  0.097
39 H -3.969 2.413 -0.311  0.095
40 H -2.873 2.932 -1.608  0.020
41 O -1.232 -1.827 -0.843  -0.079
42 C -0.028 -1.434 -0.865  -0.627
43 O 0.166 -0.172 -0.765  -0.151
44 C 1.120 -2.365 -1.007  -0.144
45 C 2.338 -2.016 -0.164  -0.223
46 Ge 2.959 -0.157 0.070  1.016
47 C 2.181 0.691 1.659  -0.269
48 C 1.067 0.194 2.336  -0.097
49 C 0.606 0.810 3.495  -0.083
50 C 1.235 1.945 3.986  -0.081
51 C 2.349 2.451 3.327  -0.079
52 C 2.821 1.816 2.186  -0.119
53 C 2.861 0.985 -1.508  -0.269
54 C 3.271 2.317 -1.419  -0.102
55 C 3.248 3.143 -2.535  -0.084
56 C 2.828 2.643 -3.762  -0.082
57 C 2.436 1.316 -3.868  -0.077
58 C 2.456 0.499 -2.746  -0.119
59 C 4.866 -0.316 0.499  -0.272
60 C 5.836 -0.194 -0.497  -0.103
61 C 7.183 -0.376 -0.207  -0.090
62 C 7.580 -0.682 1.088  -0.095
63 C 6.627 -0.802 2.091  -0.089
64 C 5.281 -0.620 1.796  -0.107
65 H 1.366 -2.378 -2.072  0.109
66 H 0.750 -3.364 -0.765  0.130
67 H 3.199 -2.572 -0.536  0.076
68 H 2.192 -2.365 0.864  0.078
69 H 0.544 -0.680 1.968  0.092
70 H -0.259 0.415 4.012  0.082
71 H 0.862 2.426 4.881  0.103
72 H 2.861 3.325 3.709  0.102
73 H 3.721 2.195 1.714  0.093
74 H 3.609 2.723 -0.474  0.089
75 H 3.561 4.175 -2.447  0.101
76 H 2.808 3.285 -4.633  0.102
77 H 2.110 0.922 -4.818  0.104
78 H 2.149 -0.534 -2.838  0.076
79 H 5.540 0.056 -1.509  0.097
80 H 7.922 -0.274 -0.991  0.100
81 H 8.629 -0.821 1.316  0.099
82 H 6.931 -1.035 3.103  0.100
83 H 4.549 -0.705 2.591  0.100
84 Se -2.497 0.611 -2.805  0.687
85 C -1.710 -0.735 -3.916  -0.620
86 C -0.325 -0.847 -4.014  -0.152
87 C 0.246 -1.838 -4.804  -0.092
88 C -0.558 -2.715 -5.520  -0.097
89 C -1.938 -2.588 -5.445  -0.091
90 C -2.511 -1.609 -4.645  -0.137
91 H 0.294 -0.144 -3.473  0.057
92 H 1.321 -1.921 -4.872  0.100
93 H -0.112 -3.482 -6.140  0.098
94 H -2.575 -3.259 -6.007  0.100
95 H -3.588 -1.526 -4.580  0.090

Forces on the atoms, in the same order (eV/Å):
Ir 0.5 -1.0 0.2
C 0.0 0.0 0.0
N -0.1 0.1 0.0
C 0.0 0.1 0.0
C -0.2 -0.2 -0.2
C -0.1 -0.1 0.0
C -0.1 0.0 -0.1
C 0.1 0.1 0.0
C 0.2 -0.1 0.1
C 0.1 0.0 0.2
N 0.3 0.1 -0.7
C -0.2 -0.1 0.2
C 0.0 0.1 0.3
C 0.0 -0.2 -0.1
C 0.0 0.0 -0.1
C 0.1 0.2 0.1
C 0.0 0.3 0.0
N 0.2 -0.2 0.5
C 0.1 0.0 0.0
C -0.1 0.1 0.0
H 0.0 0.0 0.0
H 0.0 0.0 0.0
H 0.0 0.0 0.0
H 0.0 0.0 0.0
H 0.0 0.0 0.0
H 0.0 0.0 0.0
H 0.0 0.0 0.0
H 0.0 0.0 0.0
H 0.0 0.0 0.0
H -0.1 -0.1 -0.1
H 0.0 0.0 0.0
H 0.0 0.0 0.0
H 0.0 0.0 0.0
H 0.0 0.0 0.0
H 0.0 0.0 0.0
H 0.0 0.0 -0.1
H -0.1 0.0 -0.1
H 0.0 0.0 0.0
H 0.0 0.0 0.0
H 0.0 0.0 -0.1
O 0.4 0.3 0.3
C -0.8 0.0 -0.1
O -0.6 0.2 -0.3
C -0.1 -0.3 -0.1
C 0.2 0.1 0.2
Ge 0.0 0.1 0.0
C 0.0 -0.1 0.0
C 0.0 0.1 0.0
C 0.0 0.0 0.0
C 0.0 0.0 -0.1
C -0.1 -0.1 0.0
C 0.0 0.0 0.0
C 0.2 0.1 0.1
C -0.1 -0.1 -0.1
C 0.0 0.0 0.0
C 0.0 0.0 0.1
C 0.1 0.1 0.1
C 0.2 0.0 0.1
C 0.0 0.0 0.0
C 0.0 0.0 0.1
C 0.0 0.0 0.0
C -0.1 0.0 0.0
C 0.0 0.0 -0.1
C 0.1 0.0 -0.1
H 0.0 0.0 0.0
H 0.0 0.0 -0.1
H 0.0 0.0 0.0
H 0.0 0.0 0.0
H 0.0 -0.1 0.0
H 0.0 0.0 0.0
H 0.0 0.0 0.0
H 0.0 0.0 0.0
H 0.0 0.0 0.0
H 0.0 0.0 0.0
H 0.0 0.0 0.0
H 0.0 0.0 0.0
H -0.1 0.0 -0.1
H 0.1 0.0 0.0
H 0.0 0.0 0.0
H 0.0 0.0 0.0
H 0.0 0.0 0.0
H 0.0 0.0 0.0
H 0.0 0.0 0.0
Se 0.2 0.1 0.0
C 0.1 -0.1 0.1
C -0.1 0.0 -0.1
C -0.2 0.1 0.1
C 0.0 0.0 0.0
C 0.0 0.0 0.0
C 0.0 0.0 0.1
H -0.2 -0.1 -0.1
H 0.2 0.0 0.0
H 0.0 0.0 0.0
H 0.0 0.0 0.0
H 0.0 0.0 0.0